{"formula": "C41H50BBrIrN8O3Te", "method": "ωB97M-V/def2-TZVPD", "symbols": ["Ir", "C", "C", "C", "C", "C", "N", "N", "B", "N", "N", "C", "C", "C", "C", "C", "N", "N", "C", "C", "C", "C", "C", "H", "H", "H", "H", "H", "H", "H", "H", "H", "H", "H", "H", "H", "H", "H", "H", "H", "H", "H", "H", "H", "H", "Br", "C", "C", "N", "C", "C", "C", "C", "O", "O", "H", "H", "H", "C", "C", "O", "N", "Te", "C", "C", "C", "C", "C", "C", "C", "C", "C", "C", "C", "C", "C", "C", "C", "C", "C", "C", "H", "H", "H", "H", "H", "H", "H", "H", "H", "H", "H", "H", "H", "H", "H", "H", "H", "H", "H", "H", "H", "H", "H", "H", "H"], "positions_angstrom": [[0.960, -0.149, -2.151], [-2.137, -2.045, -2.767], [-0.880, -2.718, -2.335], [-0.703, -4.074, -2.050], [0.625, -4.223, -1.703], [1.354, -5.466, -1.322], [1.213, -3.015, -1.790], [0.282, -2.091, -2.162], [2.663, -2.617, -1.397], [2.556, -1.616, -0.229], [1.671, -0.584, -0.332], [1.754, 0.144, 0.794], [0.993, 1.394, 1.058], [2.668, -0.469, 1.643], [3.159, -1.567, 0.962], [4.198, -2.551, 1.376], [3.329, -1.842, -2.543], [2.557, -0.937, -3.174], [3.241, -0.446, -4.210], [2.645, 0.543, -5.152], [4.495, -1.054, -4.234], [4.522, -1.921, -3.153], [5.630, -2.786, -2.662], [-2.418, -2.381, -3.766], [-2.032, -0.964, -2.777], [-2.952, -2.310, -2.091], [-1.449, -4.849, -2.101], [0.663, -6.306, -1.340], [1.780, -5.389, -0.322], [2.168, -5.674, -2.017], [3.273, -3.603, -1.130], [0.239, 1.563, 0.294], [1.673, 2.248, 1.066], [0.512, 1.338, 2.035], [2.938, -0.140, 2.631], [4.521, -2.331, 2.390], [5.066, -2.497, 0.718], [3.818, -3.572, 1.346], [1.609, 0.763, -4.893], [2.662, 0.148, -6.168], [3.204, 1.478, -5.141], [5.289, -0.874, -4.937], [6.388, -2.891, -3.435], [5.274, -3.774, -2.376], [6.100, -2.332, -1.788], [-0.077, 6.308, 0.012], [1.538, 5.455, -0.479], [2.758, 6.089, -0.291], [3.913, 5.507, -0.589], [3.892, 4.263, -1.053], [2.718, 3.553, -1.273], [1.510, 4.176, -0.998], [2.744, 2.102, -1.657], [3.659, 1.371, -1.335], [1.676, 1.740, -2.323], [2.805, 7.093, 0.113], [4.850, 3.804, -1.264], [0.576, 3.658, -1.169], [-1.215, 2.310, -3.349], [-1.494, 1.649, -2.006], [-2.497, 2.052, -1.370], [-0.757, 0.706, -1.576], [-2.405, 0.392, 0.245], [-4.061, 1.177, 1.307], [-4.291, 2.544, 1.506], [-3.391, 3.656, 1.043], [-5.427, 2.909, 2.226], [-6.316, 1.977, 2.731], [-7.541, 2.397, 3.491], [-6.057, 0.630, 2.504], [-4.945, 0.202, 1.795], [-4.745, -1.283, 1.619], [-1.321, -0.375, 1.898], [-0.743, -1.636, 1.717], [-0.864, -2.413, 0.439], [-0.041, -2.196, 2.777], [0.125, -1.528, 3.981], [0.888, -2.147, 5.115], [-0.408, -0.250, 4.107], [-1.113, 0.358, 3.078], [-1.595, 1.764, 3.275], [-1.135, 3.384, -3.184], [-2.068, 2.125, -4.001], [-0.302, 1.953, -3.811], [-2.633, 3.331, 0.339], [-2.892, 4.117, 1.898], [-3.977, 4.433, 0.552], [-5.612, 3.964, 2.394], [-7.569, 3.476, 3.634], [-7.572, 1.919, 4.471], [-8.444, 2.100, 2.957], [-6.752, -0.114, 2.877], [-5.704, -1.796, 1.647], [-4.118, -1.689, 2.417], [-4.267, -1.529, 0.670], [-0.675, -1.787, -0.434], [-1.860, -2.849, 0.331], [-0.140, -3.226, 0.418], [0.394, -3.181, 2.652], [1.117, -3.193, 4.917], [0.318, -2.088, 6.042], [1.828, -1.617, 5.279], [-0.255, 0.299, 5.029], [-0.939, 2.294, 3.966], [-2.605, 1.781, 3.687], [-1.608, 2.318, 2.338]], "mulliken_charge": [0.71, -1.20, 0.90, -1.18, 1.02, -1.64, 1.09, -0.82, -0.98, 0.82, 0.84, 0.47, -1.36, -1.51, 0.63, -1.55, 1.00, -0.02, 0.50, -1.36, -1.23, 0.89, -1.43, 0.42, 0.02, 0.26, 0.51, 0.41, 0.29, 0.34, -0.10, -0.14, 0.60, 0.08, 0.69, 0.48, 0.19, 0.22, 0.06, 0.48, 0.32, 0.52, 0.40, 0.27, 0.21, -0.17, -0.22, -0.15, -0.61, -0.32, -0.25, 0.19, 0.54, -0.59, -0.37, 0.39, 0.48, 0.32, -1.29, 1.20, -0.80, -0.15, 0.92, 0.66, 1.31, -1.87, -0.84, 0.66, -1.63, -0.78, 0.43, -1.70, 1.49, -0.27, -0.71, -0.45, 0.42, -1.69, -0.66, 0.50, -1.59, 0.37, 0.51, -0.04, -0.17, 0.41, 0.54, 0.40, 0.37, 0.36, 0.35, 0.51, 0.57, 0.31, 0.08, -1.03, 0.40, 0.40, 0.42, 0.41, 0.42, 0.32, 0.47, 0.53, 0.45, 0.12], "homo_ev": [-11.0, -11.0], "largest_force_ev_per_a": 2.67, "charge": 1, "e_lumo_ev": [-4.4, -4.4]}

---

{"formula": "C41H50N2OP2PtSi2", "method": "ωB97M-V/def2-TZVPD", "symbols": ["Pt", "C", "Si", "C", "C", "N", "P", "C", "P", "N", "Si", "C", "C", "C", "C", "C", "C", "C", "C", "C", "C", "C", "C", "C", "C", "C", "C", "C", "C", "C", "C", "C", "C", "C", "C", "C", "C", "C", "H", "H", "H", "H", "H", "H", "H", "H", "H", "H", "H", "H", "H", "H", "H", "H", "H", "H", "H", "H", "H", "H", "H", "H", "H", "H", "H", "H", "H", "H", "H", "H", "H", "H", "H", "H", "H", "H", "C", "C", "C", "C", "C", "C", "C", "O", "C", "C", "C", "H", "H", "H", "H", "H", "H", "H", "H", "H", "H", "H", "H"], "positions_angstrom": [[0.094, 0.684, 0.042], [0.262, -2.457, 3.930], [0.579, -0.851, 3.072], [2.378, -0.556, 2.689], [-0.142, 0.521, 4.083], [-0.213, -0.900, 1.465], [-1.746, -1.324, 1.088], [-1.946, -0.425, -0.403], [-1.332, -0.714, -2.014], [0.193, -0.118, -1.797], [1.381, 0.502, -3.010], [1.547, -0.760, -4.342], [0.706, 2.083, -3.689], [2.940, 0.796, -2.046], [-1.296, -2.422, -2.482], [-0.109, -3.142, -2.339], [-0.080, -4.483, -2.687], [-1.232, -5.101, -3.158], [-2.421, -4.389, -3.280], [-2.460, -3.047, -2.942], [-2.299, 0.219, -3.184], [-2.404, -0.180, -4.517], [-3.059, 0.635, -5.428], [-3.609, 1.840, -5.012], [-3.509, 2.242, -3.685], [-2.852, 1.438, -2.769], [-2.975, -0.730, 2.244], [-3.309, 0.631, 2.215], [-4.177, 1.149, 3.162], [-4.705, 0.319, 4.145], [-4.369, -1.027, 4.184], [-3.506, -1.557, 3.235], [-1.940, -3.078, 0.877], [-3.222, -3.632, 0.767], [-3.363, -4.998, 0.590], [-2.233, -5.807, 0.515], [-0.961, -5.256, 0.603], [-0.809, -3.887, 0.778], [0.666, -2.411, 4.948], [0.724, -3.307, 3.422], [-0.815, -2.645, 4.013], [2.862, 0.093, 3.428], [2.483, -0.099, 1.700], [2.935, -1.498, 2.672], [0.538, 0.793, 4.898], [-1.089, 0.204, 4.533], [-0.343, 1.413, 3.481], [0.571, -0.980, -4.788], [1.980, -1.697, -3.981], [2.194, -0.373, -5.138], [-0.068, 1.895, -4.440], [1.511, 2.653, -4.168], [0.270, 2.708, -2.902], [3.446, -0.146, -1.813], [2.704, 1.293, -1.101], [3.648, 1.437, -2.582], [0.778, -2.651, -1.956], [0.839, -5.049, -2.591], [-1.205, -6.150, -3.429], [-3.315, -4.882, -3.644], [-3.386, -2.489, -3.038], [-1.979, -1.122, -4.844], [-3.146, 0.328, -6.462], [-4.123, 2.470, -5.727], [-3.948, 3.179, -3.367], [-2.770, 1.750, -1.733], [-2.883, 1.282, 1.460], [-4.446, 2.197, 3.136], [-5.383, 0.726, 4.885], [-4.782, -1.667, 4.954], [-3.249, -2.608, 3.269], [-4.100, -2.999, 0.824], [-4.351, -5.436, 0.514], [-2.347, -6.878, 0.382], [-0.088, -5.894, 0.536], [0.176, -3.442, 0.832], [2.593, 8.338, 1.327], [2.202, 6.894, 1.398], [1.142, 6.403, 0.632], [0.750, 5.084, 0.692], [-0.405, 4.635, -0.166], [1.469, 4.210, 1.563], [1.103, 2.874, 1.762], [0.063, 2.302, 1.300], [2.583, 4.691, 2.324], [3.400, 3.801, 3.234], [2.913, 6.019, 2.225], [1.878, 8.928, 0.757], [3.574, 8.436, 0.854], [2.681, 8.760, 2.330], [0.609, 7.080, -0.026], [-0.667, 5.418, -0.874], [-1.283, 4.408, 0.443], [-0.164, 3.732, -0.725], [1.745, 2.268, 2.405], [3.821, 2.948, 2.697], [2.808, 3.420, 4.070], [4.231, 4.362, 3.656], [3.748, 6.402, 2.804]], "mulliken_charge": [2.42, -1.08, 0.11, -1.01, -0.79, -0.68, 2.12, -2.22, 2.40, -0.05, 0.02, -0.99, -0.71, -0.97, 0.45, -0.18, -1.16, -0.58, -0.97, -0.54, 0.63, -0.48, -0.83, -0.60, -0.77, -0.48, 0.68, -0.60, -0.69, -0.62, -0.85, -0.43, 0.46, -0.67, -0.90, -0.59, -1.07, -0.24, 0.44, 0.33, 0.25, 0.34, 0.19, 0.39, 0.45, 0.32, 0.11, 0.26, 0.33, 0.46, 0.26, 0.46, 0.11, 0.29, 0.17, 0.40, 0.71, 0.50, 0.46, 0.49, 0.56, 0.41, 0.45, 0.43, 0.49, 0.25, 0.29, 0.47, 0.42, 0.46, 0.45, 0.57, 0.49, 0.46, 0.50, 0.72, -1.52, 0.56, -0.99, 0.45, -1.12, 0.50, 0.33, -1.03, 0.90, -1.57, -0.93, 0.37, 0.34, 0.39, 0.37, 0.45, 0.28, -0.09, 0.13, 0.35, 0.37, 0.42, 0.44], "relative_energy_kj_mol": 35.9, "homo_ev": [-13.3, -13.9], "largest_force_ev_per_a": 0.56, "spin_multiplicity": 5, "charge": 2, "e_lumo_ev": [-5.7, -7.6]}

---

Q: Number 2 is which compound?
A: C41H50N2OP2PtSi2